{"formula": "C70H65BClN6O3P2RbS2Si", "method": "ωB97M-V with the def2-TZVPD basis set", "e_tot_ev": -150712.7576, "orbital_gap_ev": 4.06, "lumo_energy_ev": 3.2, "charge": -2, "relative_energy_kj_mol": 0.00, "species": ["Rb", "C", "Si", "C", "C", "C", "C", "C", "C", "P", "C", "C", "C", "C", "C", "C", "C", "C", "C", "C", "C", "C", "C", "C", "C", "C", "C", "C", "P", "C", "C", "C", "C", "C", "C", "C", "C", "C", "C", "C", "C", "H", "H", "H", "H", "H", "H", "H", "H", "H", "H", "H", "H", "H", "H", "H", "H", "H", "H", "H", "H", "H", "H", "H", "H", "H", "H", "H", "H", "H", "H", "H", "B", "N", "C", "C", "C", "N", "N", "C", "C", "C", "N", "H", "H", "H", "H", "H", "H", "H", "H", "S", "C", "N", "C", "C", "N", "C", "C", "C", "C", "C", "C", "C", "C", "S", "C", "C", "C", "C", "C", "C", "C", "H", "H", "H", "H", "H", "H", "H", "H", "H", "H", "H", "H", "H", "H", "H", "H", "H", "H", "C", "C", "C", "C", "Cl", "C", "C", "C", "O", "C", "C", "O", "O", "H", "H", "H", "H", "H", "H", "H", "H"], "positions_angstrom": [[0.75509, 0.99893, 0.09102], [-0.57443, -0.99206, -3.34966], [-1.33331, 0.72726, -2.85794], [-3.19512, 0.21123, -3.02045], [-4.10761, 0.64615, -3.99514], [-5.41320, 0.17040, -4.04919], [-5.84924, -0.77353, -3.12891], [-4.99015, -1.18023, -2.11490], [-3.69675, -0.67176, -2.02993], [-2.60740, -0.93850, -0.54458], [-3.20137, -2.60891, 0.03181], [-2.42552, -3.69731, -0.37512], [-2.72952, -4.99694, 0.01166], [-3.82730, -5.23600, 0.82876], [-4.61904, -4.16791, 1.23568], [-4.31112, -2.87085, 0.83855], [-3.49091, 0.16491, 0.65026], [-4.17269, 1.30470, 0.23456], [-4.74520, 2.16837, 1.16262], [-4.65769, 1.90125, 2.52035], [-3.96737, 0.77388, 2.94882], [-3.37592, -0.07023, 2.02282], [-0.90694, 1.64540, -4.52304], [-1.36161, 1.32882, -5.80790], [-0.94196, 2.03316, -6.93117], [-0.02813, 3.06990, -6.79415], [0.46747, 3.39345, -5.53722], [0.03731, 2.69511, -4.40913], [0.60721, 3.03245, -2.67833], [-0.71991, 4.18731, -2.11924], [-1.47256, 4.97658, -2.98710], [-2.43486, 5.84955, -2.49497], [-2.66240, 5.94075, -1.12569], [-1.92287, 5.15200, -0.25437], [-0.95829, 4.28463, -0.75030], [1.97067, 4.27219, -2.99001], [1.97581, 5.57794, -2.49861], [3.09593, 6.39314, -2.63655], [4.23630, 5.92033, -3.26937], [4.25430, 4.61439, -3.74842], [3.14064, 3.80209, -3.60029], [-0.75937, -1.21693, -4.40957], [-1.01880, -1.79993, -2.75709], [0.50458, -1.00904, -3.17440], [-3.78441, 1.37365, -4.73232], [-6.08913, 0.52568, -4.82167], [-6.85570, -1.17410, -3.18317], [-5.34880, -1.88426, -1.37272], [-1.55278, -3.51755, -0.99492], [-2.10068, -5.81751, -0.32045], [-4.06358, -6.24541, 1.14713], [-5.48453, -4.34354, 1.86579], [-4.93807, -2.05244, 1.16813], [-4.24425, 1.53387, -0.82191], [-5.25254, 3.06137, 0.81500], [-5.10637, 2.57670, 3.24030], [-3.87403, 0.56241, 4.00915], [-2.81504, -0.93123, 2.37211], [-2.05193, 0.49924, -5.93534], [-1.32037, 1.77069, -7.91452], [0.30386, 3.62477, -7.66518], [1.19406, 4.19194, -5.44082], [-1.31257, 4.90388, -4.05666], [-3.01484, 6.45455, -3.18346], [-3.42518, 6.61048, -0.74415], [-2.11129, 5.18179, 0.81314], [-0.40886, 3.66317, -0.05423], [1.09749, 5.96696, -1.99757], [3.07493, 7.40255, -2.24039], [5.10764, 6.55610, -3.37593], [5.14703, 4.21875, -4.21936], [3.18598, 2.77064, -3.94037], [4.79911, -0.88693, -1.17720], [4.80309, 0.24610, -0.10845], [5.88771, 0.88190, 0.37364], [5.47732, 1.79543, 1.32306], [4.08026, 1.64073, 1.35147], [3.68429, 0.70371, 0.49282], [4.28964, -0.35103, -2.54923], [5.03914, -0.15233, -3.65088], [4.21033, 0.26629, -4.67339], [2.93554, 0.28618, -4.07859], [2.98834, -0.09648, -2.80555], [5.96237, -1.22173, -1.34049], [4.09313, -1.80499, -0.80209], [6.87234, 0.64317, 0.00379], [6.08805, 2.47079, 1.90016], [3.34789, 2.16281, 1.95458], [6.10636, -0.30551, -3.62500], [4.48327, 0.52212, -5.68442], [1.98876, 0.56146, -4.52162], [1.08474, -2.59723, -0.80974], [1.36474, -3.45847, 0.54089], [1.87090, -4.71796, 0.52036], [1.97098, -5.48249, 1.75242], [2.53965, -4.58189, 2.81159], [1.64258, -3.44449, 2.97814], [1.42617, -2.98658, 4.34910], [0.45007, -3.87979, 5.08265], [0.91744, -4.83608, 5.97967], [0.04111, -5.70663, 6.61791], [-1.31921, -5.62986, 6.35793], [-1.79667, -4.67386, 5.46803], [-0.92112, -3.80255, 4.83653], [1.03560, -2.87647, 1.92366], [-0.03061, -1.63150, 2.05117], [2.10741, -5.40134, -0.74380], [0.85616, -6.04972, -1.30115], [0.34482, -7.20647, -0.71626], [-0.81848, -7.79275, -1.19614], [-1.48720, -7.22271, -2.27223], [-0.98313, -6.07212, -2.86385], [0.18312, -5.48992, -2.38323], [2.62962, -6.33338, 1.58498], [0.99463, -5.85994, 2.07740], [3.54071, -4.24698, 2.52335], [2.60443, -5.11388, 3.75918], [1.07642, -1.95992, 4.30053], [2.39172, -3.00743, 4.85815], [1.97995, -4.88944, 6.19680], [0.42243, -6.44290, 7.31520], [-2.00599, -6.30827, 6.84932], [-2.85715, -4.60556, 5.25891], [-1.29179, -3.06330, 4.13523], [2.87130, -6.15943, -0.56186], [2.49766, -4.67088, -1.44869], [0.86285, -7.65820, 0.12427], [-1.20499, -8.68996, -0.72797], [-2.40236, -7.66854, -2.64192], [-1.50628, -5.61217, -3.69269], [0.56220, -4.57686, -2.82795], [2.13398, 3.36615, 6.26854], [1.77676, 4.52445, 5.38027], [2.55518, 5.66970, 5.32180], [2.22219, 6.70336, 4.46023], [3.22286, 8.14511, 4.41540], [1.12506, 6.60116, 3.62925], [0.33371, 5.46094, 3.68328], [0.64170, 4.43486, 4.56818], [-0.11435, 3.32970, 4.74741], [-1.08708, 3.00806, 3.75672], [-0.52204, 2.63116, 2.38056], [-1.37887, 2.28846, 1.54226], [0.72385, 2.71530, 2.24140], [3.08748, 3.54332, 6.76785], [2.20503, 2.45129, 5.67784], [1.36553, 3.19557, 7.02621], [3.43940, 5.75440, 5.94250], [0.89482, 7.39354, 2.92916], [-0.49800, 5.36286, 2.99870], [-1.80063, 3.82814, 3.63994], [-1.63080, 2.14934, 4.14421]], "mulliken_charge": [1.194, -0.514, 2.052, 0.431, -0.786, -0.892, -0.804, -0.590, -0.428, 1.084, -0.338, -0.446, 0.341, -0.882, -0.841, -0.089, -0.025, -0.732, -0.524, -0.591, -0.730, -0.211, 0.349, -0.134, -0.869, -0.801, -0.695, -0.623, 0.802, 0.187, -0.256, -0.795, -0.698, -0.124, 0.727, 0.276, -0.730, -0.609, -0.556, -0.655, -0.280, 0.409, 0.103, -0.230, 0.539, 0.357, 0.371, 0.316, -0.088, 0.383, 0.409, 0.395, 0.566, 0.246, 0.389, 0.343, 0.423, 0.427, 0.508, 0.360, 0.330, 0.397, 0.388, 0.331, 0.332, 0.276, -0.271, 0.349, 0.388, 0.345, 0.428, 0.265, 0.588, -0.285, -0.307, -1.170, -0.446, 0.319, -0.107, -0.270, -1.297, -0.455, 0.207, -0.282, -0.391, 0.438, 0.412, 0.556, 0.501, 0.401, 0.598, 0.549, -1.244, 0.406, -0.605, -1.089, 0.482, -2.120, 0.582, -0.132, -0.743, -0.355, -0.794, -0.068, -0.436, 0.522, -2.449, 1.132, -0.230, -0.810, -0.337, -0.494, -0.234, 0.587, 0.277, 0.252, 0.455, 0.723, 0.494, 0.389, 0.365, 0.366, 0.440, 0.572, 0.793, 0.597, 0.344, 0.352, 0.342, 0.389, 0.455, -1.384, 1.171, -0.870, 0.304, -0.287, -0.958, -0.265, 0.508, -0.508, -0.726, 0.979, -0.226, -0.747, 0.387, 0.244, 0.288, 0.330, 0.433, 0.237, 0.337, 0.040]}